Record 1
C7H8O2S in the gas phase at a distorted geometry. Source: the OMol25 dataset; level of theory: wB97M-V/def2-TZVPD.

The calculation puts the HOMO energy at -8.56 eV. For the LUMO energy, the calculation gives 0.18 eV. The value obtained for the relative energy (zero: lowest compared OMol25 entry of this formula, charge and spin) is 2.430 eV.

```
! wB97M-V def2-TZVPD RIJCOSX def2/J DEFGRID3
* xyz 0 1
C -2.51 -0.64 0.44
C -1.17 -0.24 0.17
C -0.27 -1.16 -0.19
C 1.34 -0.68 -0.30
O 2.08 -1.46 -1.09
S 2.02 -0.19 1.53
C 1.57 0.83 -0.18
O 2.52 1.49 -0.89
C 0.37 1.65 0.06
C -0.84 1.16 0.27
H -3.16 0.21 0.06
H -2.67 -0.61 1.51
H -2.87 -1.75 0.28
H -0.36 -2.20 -0.30
H 1.56 -2.32 -1.18
H 3.40 1.32 -0.48
H 0.60 2.69 -0.10
H -1.62 1.87 0.37
*
```

***

Record 2
14 unconnected molecules or ions with the total composition C42H121N9O14 at a distorted geometry. Source: the OMol25 dataset; level of theory: wB97M-V/def2-TZVPD.

The calculation puts the HOMO energy at -9.14 eV. For the LUMO energy, the calculation gives 0.25 eV. The value obtained for the relative energy (zero: lowest compared OMol25 entry of this formula, charge and spin) is 1.158 eV.

```
! wB97M-V def2-TZVPD RIJCOSX def2/J DEFGRID3
* xyz 0 1
C 10.84 -0.97 -11.56
C 10.35 -1.96 -12.56
O 9.64 -3.00 -11.86
H 10.09 -0.26 -11.22
H 11.61 -0.37 -12.05
H 11.38 -1.38 -10.71
H 11.12 -2.45 -13.16
H 9.71 -1.41 -13.26
H 10.34 -3.55 -11.50
C 15.95 0.61 -26.58
C 16.12 -0.69 -25.77
C 16.03 -0.36 -24.24
O 16.42 -1.51 -23.50
C 16.39 -1.38 -22.11
N 15.15 -1.63 -26.23
H 15.06 1.13 -26.25
H 15.85 0.49 -27.66
H 16.76 1.31 -26.40
H 17.07 -1.12 -26.08
H 15.01 -0.04 -24.00
H 16.74 0.46 -24.13
H 16.87 -2.25 -21.64
H 15.36 -1.36 -21.77
H 16.98 -0.51 -21.80
H 15.05 -2.31 -25.50
H 14.24 -1.19 -26.28
C 15.23 -7.36 -15.00
C 16.28 -7.55 -13.95
C 16.52 -9.03 -13.51
O 15.38 -9.68 -12.85
C 15.05 -10.97 -13.34
N 17.62 -7.10 -14.43
H 14.22 -7.67 -14.73
H 15.51 -8.04 -15.80
H 15.26 -6.36 -15.44
H 16.01 -6.97 -13.06
H 17.32 -9.20 -12.78
H 16.91 -9.61 -14.35
H 14.37 -11.35 -12.59
H 15.82 -11.75 -13.39
H 14.60 -10.96 -14.33
H 17.63 -6.09 -14.34
H 18.30 -7.36 -13.73
C 12.57 -6.29 -5.98
C 13.65 -6.60 -6.96
C 14.65 -7.63 -6.34
O 15.21 -7.01 -5.22
C 16.64 -6.79 -5.28
N 12.92 -7.18 -8.07
H 11.90 -5.60 -6.51
H 12.93 -5.77 -5.09
H 11.96 -7.16 -5.74
H 14.13 -5.65 -7.19
H 15.38 -7.85 -7.12
H 14.12 -8.50 -5.96
H 16.87 -6.10 -4.47
H 16.94 -6.48 -6.28
H 17.20 -7.66 -4.92
H 12.59 -8.08 -7.75
H 13.63 -7.54 -8.70
C 25.35 -3.22 -9.31
C 24.60 -3.78 -8.14
C 24.60 -5.32 -8.09
O 24.05 -5.84 -9.28
C 24.14 -7.27 -9.36
N 25.17 -3.16 -6.95
H 25.12 -2.19 -9.57
H 25.17 -3.81 -10.21
H 26.43 -3.24 -9.14
H 23.56 -3.43 -8.22
H 23.98 -5.61 -7.25
H 25.61 -5.70 -7.91
H 25.16 -7.65 -9.32
H 23.56 -7.59 -10.22
H 23.65 -7.69 -8.48
H 26.18 -3.11 -6.93
H 24.93 -3.68 -6.12
C 25.61 -7.60 -18.56
C 24.31 -6.83 -18.16
C 24.17 -5.58 -19.07
O 25.25 -4.71 -18.66
C 25.02 -3.91 -17.44
N 23.18 -7.67 -18.17
H 26.48 -6.95 -18.67
H 25.51 -8.01 -19.57
H 25.86 -8.42 -17.90
H 24.42 -6.55 -17.12
H 23.28 -4.96 -18.89
H 24.25 -5.78 -20.14
H 24.20 -3.20 -17.53
H 25.97 -3.43 -17.21
H 24.73 -4.55 -16.61
H 22.48 -7.27 -17.57
H 23.50 -8.44 -17.60
C 14.25 -15.22 -23.00
C 14.74 -13.81 -22.69
C 14.87 -13.60 -21.11
O 13.62 -13.86 -20.43
C 12.69 -12.81 -20.60
N 16.06 -13.65 -23.32
H 14.82 -15.97 -22.45
H 14.37 -15.46 -24.05
H 13.20 -15.22 -22.71
H 14.08 -13.06 -23.13
H 15.31 -12.62 -20.93
H 15.58 -14.32 -20.70
H 11.79 -13.05 -20.04
H 12.39 -12.58 -21.63
H 13.11 -11.92 -20.14
H 16.41 -12.74 -23.06
H 16.72 -14.23 -22.82
C 12.11 -19.23 -15.37
C 13.06 -19.82 -16.44
C 12.36 -20.32 -17.74
O 13.44 -20.93 -18.42
C 13.18 -21.23 -19.79
N 14.09 -18.88 -16.77
H 11.44 -20.00 -15.00
H 11.52 -18.41 -15.80
H 12.71 -18.92 -14.52
H 13.56 -20.64 -15.94
H 11.90 -19.49 -18.26
H 11.58 -21.07 -17.56
H 12.50 -20.52 -20.26
H 12.85 -22.27 -19.78
H 14.10 -21.14 -20.37
H 13.67 -18.18 -17.37
H 14.67 -19.33 -17.47
C 9.66 -14.33 -6.31
C 8.93 -13.01 -6.04
C 8.14 -12.68 -7.28
O 8.96 -12.36 -8.39
C 8.20 -12.20 -9.57
N 8.12 -13.18 -4.84
H 10.09 -14.34 -7.31
H 9.10 -15.26 -6.27
H 10.49 -14.47 -5.62
H 9.59 -12.16 -5.85
H 7.46 -11.83 -7.21
H 7.42 -13.47 -7.47
H 7.52 -11.34 -9.49
H 7.54 -13.05 -9.76
H 8.91 -12.14 -10.39
H 8.66 -13.47 -4.04
H 7.89 -12.23 -4.56
C 6.70 -7.12 -19.30
C 6.61 -5.83 -20.14
C 7.15 -6.11 -21.54
O 8.46 -6.73 -21.54
C 9.53 -5.97 -20.96
N 5.25 -5.36 -20.22
H 7.74 -7.41 -19.13
H 6.11 -7.90 -19.77
H 6.32 -6.93 -18.30
H 7.17 -5.08 -19.58
H 7.16 -5.26 -22.21
H 6.48 -6.79 -22.06
H 9.61 -6.23 -19.91
H 9.41 -4.89 -21.08
H 10.49 -6.21 -21.41
H 5.24 -4.44 -20.62
H 4.96 -5.11 -19.28
C 18.62 -7.51 -22.75
O 19.49 -8.61 -22.66
H 17.78 -7.64 -23.44
H 18.25 -7.36 -21.74
H 19.14 -6.57 -22.96
H 19.85 -8.67 -21.77
C 18.08 -0.20 -13.28
O 19.17 -0.46 -14.11
H 18.39 0.71 -12.77
H 17.26 0.02 -13.96
H 17.88 -0.90 -12.46
H 19.38 0.41 -14.45
C 18.02 -20.54 -11.79
O 18.36 -19.40 -12.55
H 17.00 -20.45 -11.40
H 17.95 -21.45 -12.39
H 18.72 -20.71 -10.97
H 17.62 -19.35 -13.16
C 22.09 -14.28 -16.95
O 22.97 -13.54 -16.18
H 21.08 -13.87 -16.95
H 22.57 -14.18 -17.92
H 22.02 -15.33 -16.64
H 22.84 -13.82 -15.27
*
```

***

Record 3
C3H4FNO2 in the gas phase at a distorted geometry. Source: the OMol25 dataset; level of theory: wB97M-V/def2-TZVPD.

The calculation puts the HOMO energy (spin up / spin down) at -10.03 / -9.85 eV. For the LUMO energy (spin up / spin down), the calculation gives -1.83 / -2.18 eV. The value obtained for the relative energy (zero: lowest compared OMol25 entry of this formula, charge and spin) is 4.951 eV.

```
! wB97M-V def2-TZVPD RIJCOSX def2/J DEFGRID3
* xyz 0 1
C 1.23 0.17 0.41
C 0.16 0.14 -0.62
F -0.22 1.48 -0.81
C -1.06 -0.81 -0.14
O -0.88 -2.05 -0.28
N -1.87 -0.16 0.52
O -2.51 0.84 0.62
H 1.78 -0.81 0.65
H 2.06 0.81 -0.04
H 0.72 0.51 1.22
H 0.59 -0.13 -1.53
*
```

***

Record 4
A molecular structure, C17H28Br27ClN at a distorted geometry. Source: the OMol25 dataset; level of theory: wB97M-V/def2-TZVPD.

The calculation puts the HOMO energy at -11.28 eV. For the LUMO energy, the calculation gives -2.65 eV.

```
! wB97M-V def2-TZVPD RIJCOSX def2/J DEFGRID3
* xyz 1 1
C 2.76 -1.28 -1.19
C 2.28 0.19 -1.49
C 0.74 0.18 -1.47
C 0.09 1.59 -1.70
C 0.53 2.60 -0.63
N -1.39 1.34 -1.71
C -2.23 2.57 -1.74
C -3.74 2.27 -1.87
C -4.27 1.18 -0.89
Cl -4.09 1.78 -3.58
H 1.89 -1.94 -1.07
H 3.36 -1.29 -0.27
H 3.40 -1.66 -2.00
H 2.74 0.82 -0.71
H 2.66 0.55 -2.46
H 0.31 -0.29 -0.57
H 0.40 -0.44 -2.32
H 0.44 1.93 -2.69
H 1.55 2.43 -0.26
H 0.50 3.63 -1.02
H -0.15 2.55 0.24
H -1.59 0.72 -0.92
H -1.62 0.82 -2.56
H -2.08 3.24 -0.89
H -1.93 3.13 -2.64
H -4.27 3.21 -1.66
H -4.91 1.59 -0.11
H -4.84 0.46 -1.49
H -3.48 0.59 -0.39
C 4.02 5.24 -1.32
Br 3.36 3.89 -2.54
Br 2.60 6.41 -0.72
Br 4.98 4.45 0.15
H 4.72 5.85 -1.88
C 7.93 7.23 -0.65
Br 8.71 6.86 1.08
Br 7.95 5.66 -1.78
Br 6.16 7.99 -0.49
H 8.55 7.97 -1.13
C 6.44 -0.12 1.03
Br 4.85 0.71 1.75
Br 6.38 -0.22 -0.90
Br 8.04 0.74 1.66
H 6.46 -1.14 1.40
C -5.94 -2.70 -2.23
Br -6.33 -4.57 -1.96
Br -6.46 -1.63 -0.70
Br -4.08 -2.41 -2.69
H -6.53 -2.36 -3.07
C -8.13 -4.54 2.08
Br -7.44 -3.38 3.47
Br -8.22 -6.38 2.68
Br -9.82 -3.92 1.39
H -7.42 -4.51 1.26
C -5.59 -5.81 5.95
Br -6.71 -7.09 6.87
Br -4.84 -4.51 7.16
Br -4.22 -6.68 4.90
H -6.22 -5.27 5.26
C -1.62 -7.19 7.87
Br -1.99 -9.07 8.14
Br -2.10 -6.13 9.41
Br 0.21 -6.89 7.33
H -2.25 -6.86 7.05
C 4.79 6.82 -5.77
Br 4.13 5.45 -6.97
Br 3.37 7.98 -5.16
Br 5.77 6.06 -4.29
H 5.48 7.43 -6.33
C 1.58 -5.29 0.59
Br -0.01 -4.42 1.28
Br 1.56 -5.42 -1.34
Br 3.19 -4.43 1.23
H 1.59 -6.30 0.98
*
```

***

Record 5
C4H6N2 in the gas phase at a distorted geometry. Source: the OMol25 dataset; level of theory: wB97M-V/def2-TZVPD.

The calculation puts the HOMO energy at -7.91 eV. For the LUMO energy, the calculation gives 0.97 eV. The value obtained for the relative energy (zero: lowest compared OMol25 entry of this formula, charge and spin) is 5.542 eV.

```
! wB97M-V def2-TZVPD RIJCOSX def2/J DEFGRID3
* xyz 0 1
C 0.64 0.58 -1.16
C -0.04 -0.02 0.06
C -1.45 -0.33 0.08
C -0.82 -1.40 0.40
N 0.64 -0.32 2.32
N 0.65 0.36 1.32
H 1.23 1.48 -1.01
H 1.33 -0.09 -1.64
H -0.04 0.87 -1.96
H -2.39 0.08 -0.21
H -0.90 -2.48 0.56
H 1.15 1.27 1.25
*
```

***

Record 6
A gas-phase ion, C4H12NOS (charge +1) at a distorted geometry. Source: the OMol25 dataset; level of theory: wB97M-V/def2-TZVPD.

The calculation puts the HOMO energy at -13.52 eV. For the LUMO energy, the calculation gives -3.13 eV. The value obtained for the relative energy (zero: lowest compared OMol25 entry of this formula, charge and spin) is 2.532 eV.

```
! wB97M-V def2-TZVPD RIJCOSX def2/J DEFGRID3
* xyz 1 1
C 0.75 -1.52 0.90
N 0.79 -0.10 0.61
C 0.08 0.48 1.81
C 0.37 0.33 -0.76
S 1.01 2.03 -1.15
C -1.25 0.30 -0.92
O -1.54 0.21 -2.30
H -0.20 -1.78 1.11
H 1.08 -2.04 -0.08
H 1.43 -1.97 1.62
H 1.78 0.03 0.61
H -0.77 -0.02 1.95
H 0.80 0.48 2.75
H -0.07 1.57 1.58
H 0.74 -0.36 -1.63
H 0.83 1.92 -2.49
H -1.66 1.11 -0.43
H -1.71 -0.63 -0.58
H -2.46 -0.02 -2.60
*
```